Record 1
Here is a 8-piece molecular cluster, C48H114O26P2 overall at a distorted geometry from the Open Molecules 2025 dataset. Energies are from wB97M-V/def2-TZVPD.

Geometry as ORCA input:
```
! RIJCOSX wB97M-V def2-TZVPD def2/J DEFGRID3
* xyz 0 1
C 3.7613 -1.8800 6.8710
C 3.1851 -2.4862 5.5891
O 3.9250 -3.5863 5.1501
P 4.6680 -3.5563 3.7110
O 4.1739 -2.4522 2.8109
O 6.1986 -3.4887 4.0550
C 6.9821 -4.4148 4.7929
C 7.5065 -3.8555 6.0913
O 4.4204 -5.1432 3.1889
C 3.3494 -5.5321 2.4013
C 3.8878 -5.9917 1.0669
H 3.3425 -0.9282 7.1977
H 3.7453 -2.4990 7.7680
H 4.8341 -1.8371 6.6827
H 2.1907 -2.8741 5.8100
H 2.7664 -1.7957 4.8570
H 6.4191 -5.3250 4.9995
H 7.6342 -4.7909 4.0046
H 8.1853 -3.0034 6.1255
H 6.8406 -3.8074 6.9529
H 8.1768 -4.6011 6.5192
H 2.9926 -6.4026 2.9517
H 2.5390 -4.8065 2.3315
H 4.9284 -6.2767 0.9115
H 3.2100 -6.4959 0.3781
H 4.0052 -4.9935 0.6451
C -3.4379 0.3923 -5.2659
C -4.2638 -0.4461 -4.2352
O -3.6027 -1.6960 -4.1119
P -4.5017 -2.9570 -3.5665
O -3.8359 -4.0397 -2.7459
O -5.6761 -2.2100 -2.8086
C -5.5567 -1.8998 -1.4456
C -6.6762 -0.9638 -1.1122
O -5.2607 -3.4735 -4.9108
C -5.9606 -4.7790 -4.8419
C -7.1518 -4.6125 -3.9094
H -2.9830 1.2033 -4.6973
H -2.8523 -0.1772 -5.9876
H -4.0958 0.9806 -5.9056
H -4.6276 0.0367 -3.3282
H -5.1693 -0.6367 -4.8112
H -5.6305 -2.7935 -0.8259
H -4.5816 -1.4503 -1.2582
H -6.8000 -0.9354 -0.0297
H -6.6141 0.0190 -1.5795
H -7.6213 -1.4388 -1.3757
H -6.5358 -4.9147 -5.7578
H -5.3276 -5.5757 -4.4512
H -7.7414 -3.8161 -4.3635
H -7.6791 -5.5623 -3.9979
H -6.8697 -4.5494 -2.8584
C -2.4275 1.0319 2.8853
O -3.3731 1.1339 4.0098
C -2.9962 2.0078 5.0006
C -1.6653 1.9119 5.7802
O -0.5768 2.4569 5.0441
C -0.4868 3.8639 5.0780
C 0.7125 4.4482 4.2965
O 0.4181 4.0934 2.9778
C 1.5274 3.7448 2.1147
H -2.8251 0.8795 1.8819
H -1.6889 0.2685 3.1299
H -1.7145 1.8501 2.7843
H -3.7505 2.2840 5.7373
H -3.1414 2.9664 4.5025
H -1.4074 0.8650 5.9405
H -1.7139 2.1993 6.8305
H -0.5345 4.2657 6.0901
H -1.4338 4.2697 4.7223
H 1.6792 4.0616 4.6190
H 0.6355 5.5310 4.3950
H 2.2491 4.5612 2.1429
H 1.1168 3.4279 1.1560
H 2.0562 2.8417 2.4196
C 3.2304 -1.5427 -5.9217
O 2.4527 -2.3589 -6.8126
C 1.0744 -2.6629 -6.4838
C 0.9243 -3.6756 -5.2763
O 1.3235 -2.9655 -4.1475
C 1.8200 -3.7544 -3.0445
C 2.3512 -3.0147 -1.8339
O 3.7944 -2.9524 -1.7478
C 4.2594 -2.3159 -0.5598
H 2.6064 -0.6778 -5.6966
H 4.0643 -1.1409 -6.4973
H 3.6327 -2.2109 -5.1603
H 0.5390 -3.2290 -7.2460
H 0.4100 -1.8301 -6.2531
H 1.5978 -4.4174 -5.7054
H -0.1108 -4.0160 -5.3038
H 2.6688 -4.2269 -3.5389
H 0.9486 -4.3984 -2.9265
H 2.1565 -3.6068 -0.9396
H 1.9269 -2.0404 -1.5917
H 4.1523 -1.2355 -0.6569
H 5.3045 -2.5564 -0.3649
H 3.8354 -2.6300 0.3939
C -2.4551 -2.0632 4.7816
O -2.9569 -3.4119 4.6703
C -1.9605 -4.4439 4.5126
C -2.6460 -5.7597 4.2479
O -1.6453 -6.6940 3.7982
C -2.1651 -7.8488 3.0098
C -2.4646 -7.4287 1.5632
O -1.3040 -6.9086 0.8771
C -1.0895 -5.4862 0.8299
H -1.8575 -1.7892 3.9122
H -1.9120 -1.9192 5.7156
H -3.3155 -1.4075 4.9154
H -1.3805 -4.6031 5.4216
H -1.3205 -4.0779 3.7097
H -3.3476 -5.6540 3.4204
H -3.2143 -6.0893 5.1177
H -3.0653 -8.2792 3.4485
H -1.3051 -8.5185 3.0154
H -3.2560 -6.7035 1.3737
H -2.6936 -8.2035 0.8315
H -1.6703 -5.1303 -0.0210
H -0.0610 -5.3080 0.5161
H -1.3653 -4.9126 1.7149
C -0.3571 8.3505 -5.5222
O -0.5880 9.7277 -5.4353
C -1.5561 10.2715 -6.3012
C -2.9833 9.8277 -6.0587
O -3.2963 9.8272 -4.5951
C -4.3334 8.9691 -4.1793
C -4.1614 7.4813 -4.5444
O -2.9607 6.9918 -3.9733
C -2.7227 5.6659 -4.3863
H -0.6784 7.9832 -6.4968
H -0.9572 7.7973 -4.7997
H 0.6914 8.1574 -5.2955
H -1.1777 10.0607 -7.3014
H -1.5116 11.3586 -6.3666
H -3.2225 8.9891 -6.7127
H -3.6759 10.5641 -6.4662
H -5.2830 9.3936 -4.5051
H -4.4391 9.0547 -3.0978
H -4.2330 7.4710 -5.6320
H -5.0621 6.9957 -4.1687
H -2.9597 5.6453 -5.4500
H -3.4576 4.9625 -3.9947
H -1.7232 5.3104 -4.1358
C -4.4129 2.0501 -1.5058
O -3.4344 1.0226 -1.5762
C -2.0408 1.5143 -1.4871
C -1.1287 0.3140 -1.3190
O -1.4021 -0.3104 -0.0159
C -1.1920 -1.7299 0.0040
C -0.0519 -2.1094 1.0011
O 1.1233 -1.3550 0.8359
C 1.7474 -0.9173 2.0799
H -5.3790 1.5486 -1.4492
H -4.4571 2.7493 -2.3409
H -4.3841 2.6389 -0.5889
H -1.7967 2.2203 -0.6934
H -1.8434 1.9352 -2.4730
H -0.1053 0.6562 -1.4726
H -1.2074 -0.2885 -2.2239
H -1.0475 -1.9975 -1.0427
H -2.1103 -2.2468 0.2827
H 0.2107 -3.1666 0.9638
H -0.4129 -1.9532 2.0177
H 2.6871 -0.3982 1.8917
H 1.8226 -1.7598 2.7674
H 1.0623 -0.3049 2.6662
C 6.9219 5.1551 4.0978
O 5.8120 5.7707 3.5104
C 6.1489 6.2602 2.1731
C 6.3677 5.2152 1.0718
O 5.1659 4.3249 0.9356
C 5.3201 3.2672 -0.0266
C 3.8842 2.8790 -0.3971
O 3.6807 2.0265 -1.5438
C 2.4140 1.4228 -1.4316
H 6.6357 4.7179 5.0543
H 7.6952 5.9028 4.2738
H 7.2734 4.3382 3.4676
H 7.0776 6.8222 2.0741
H 5.2353 6.7303 1.8094
H 7.2960 4.8165 1.4810
H 6.5937 5.7201 0.1326
H 5.8236 2.4687 0.5183
H 5.7888 3.7299 -0.8951
H 3.2143 3.7357 -0.4704
H 3.5459 2.3644 0.5023
H 1.6500 2.1948 -1.5241
H 2.3722 0.6291 -0.6857
H 2.4973 0.7954 -2.3190
*
```

energy above the lowest of the compared OMol25 structures with the same formula, charge and spin	147.7	kcal per mole
orbital gap	9.40	eV
largest force on an atom	5.10	eV Å⁻¹

Mulliken atomic charge list, values in e, 99 entries:
1 C -1.1724
2 C 0.1746
3 O -0.3043
4 P 0.9975
5 O -0.5200
6 O -0.3358
7 C -0.2698
8 C -1.2544
9 O -0.4326
10 C 0.0295
11 C -0.8700
12 H 0.3523
13 H 0.2865
14 H 0.2663
15 H 0.2475
16 H 0.0393
17 H 0.2516
18 H 0.4236
19 H 0.3462
20 H 0.2985
21 H 0.4133
22 H 0.3405
23 H 0.0871
24 H 0.3403
25 H 0.3767
26 H -0.0157
27 C -1.3602
28 C 0.5417
29 O -0.0853
30 P 0.8343
31 O -0.7568
32 O -0.3452
33 C 0.7985
34 C -1.4998
35 O -0.4106
36 C -0.3623
37 C -1.0439
38 H 0.1891
39 H 0.3133
40 H 0.4053
41 H -0.2665
42 H 0.4190
43 H 0.4687
44 H -0.5050
45 H 0.4452
46 H 0.1873
47 H 0.3528
48 H 0.3477
49 H 0.3027
50 H 0.2597
51 H 0.4564
52 H 0.2633
53 C -0.1780
54 O -0.4063
55 C -0.7180
56 C -0.4591
57 O -0.1921
58 C -0.6492
59 C -0.5861
60 O -0.3657
61 C -0.7067
62 H 0.1305
63 H -0.0090
64 H 0.1451
65 H 0.4980
66 H 0.4574
67 H 0.1744
68 H 0.4545
69 H 0.4716
70 H 0.2865
71 H 0.3685
72 H 0.3312
73 H 0.4468
74 H 0.1795
75 H 0.2755
76 C -0.4717
77 O -0.4266
78 C -0.6048
79 C -0.6079
80 O -0.0626
81 C -0.9043
82 C 0.8351
83 O -0.5302
84 C -0.1897
85 H 0.2625
86 H 0.2515
87 H 0.1475
88 H 0.4192
89 H 0.3314
90 H 0.3357
91 H 0.3804
92 H 0.3868
93 H 0.4104
94 H -0.2524
95 H -0.0487
96 H 0.1388
97 H 0.3295
98 H -0.0765
99 C -0.2418


Record 2
Here is a 7-piece molecular cluster, C13H26Cl10O6 overall at a distorted geometry from the Open Molecules 2025 dataset. Energies are from wB97M-V/def2-TZVPD.

Geometry as ORCA input:
```
! RIJCOSX wB97M-V def2-TZVPD def2/J DEFGRID3
* xyz 0 1
C 9.7502 -33.4090 -8.9071
C 10.2528 -34.5910 -9.6945
O 9.5170 -34.8834 -10.8892
C 8.3203 -35.4253 -10.7172
O 7.8439 -35.7513 -9.6757
O 7.7677 -35.5347 -11.9083
C 6.5018 -36.1660 -11.9251
H 10.5657 -33.0539 -8.2683
H 8.9181 -33.6787 -8.2620
H 9.4898 -32.5518 -9.5278
H 10.3403 -35.4618 -9.0376
H 11.2783 -34.3963 -10.0178
H 5.7372 -35.5419 -11.4547
H 6.4909 -37.1431 -11.4501
H 6.2160 -36.2469 -12.9705
C 12.7815 -31.3569 -15.6155
C 13.3308 -32.6972 -15.1479
O 14.7065 -32.5561 -14.8421
C 15.3777 -33.6130 -14.4388
O 16.5441 -33.5824 -14.1739
O 14.5977 -34.6761 -14.3589
C 15.2073 -35.8606 -13.8158
H 12.8647 -30.5459 -14.8955
H 11.7466 -31.4695 -15.9424
H 13.3323 -31.0776 -16.5193
H 13.1442 -33.4199 -15.9459
H 12.7856 -33.0613 -14.2748
H 15.8187 -36.3720 -14.5605
H 14.3898 -36.5255 -13.5502
H 15.8109 -35.6209 -12.9432
Cl 15.1424 -30.2987 -10.8712
C 15.1556 -31.9496 -10.2505
Cl 13.4959 -32.5890 -10.1440
H 15.6912 -32.5426 -10.9731
H 15.5681 -31.9775 -9.2556
Cl 9.0020 -29.9120 -8.2808
C 8.7394 -28.8463 -9.6653
Cl 7.3471 -27.7766 -9.5171
H 9.6160 -28.2211 -9.7334
H 8.6046 -29.4530 -10.5474
Cl 11.2446 -29.6491 -11.8879
C 10.6794 -31.3017 -12.0966
Cl 8.9708 -31.4306 -12.4968
H 11.2699 -31.8028 -12.8482
H 10.8682 -31.8368 -11.1716
Cl 11.0533 -27.7981 -15.3893
C 11.7127 -26.7874 -14.1018
Cl 11.3836 -25.0767 -14.3870
H 11.2331 -27.0522 -13.1707
H 12.7804 -26.9435 -14.0511
Cl 5.4504 -30.2595 -11.8384
C 5.6839 -31.2147 -13.2825
Cl 5.4901 -32.9517 -13.0278
H 4.9751 -30.9080 -14.0441
H 6.6614 -31.0691 -13.7270
*
```

orbital gap	11.16	eV
largest force on an atom	1.51	eV Å⁻¹

The net atomic charges from natural (NBO), expressed in e, are:
1 C -0.6486
2 C -0.0764
3 O -0.4992
4 C 0.9826
5 O -0.6384
6 O -0.4882
7 C -0.2617
8 H 0.2196
9 H 0.2333
10 H 0.2130
11 H 0.1963
12 H 0.1835
13 H 0.1918
14 H 0.1961
15 H 0.1951
16 C -0.6310
17 C -0.0682
18 O -0.4949
19 C 0.9858
20 O -0.6240
21 O -0.5221
22 C -0.2544
23 H 0.2184
24 H 0.2184
25 H 0.2180
26 H 0.1865
27 H 0.1744
28 H 0.1938
29 H 0.1962
30 H 0.2014
31 Cl -0.0135
32 C -0.3796
33 Cl -0.0605
34 H 0.2307
35 H 0.2264
36 Cl -0.0309
37 C -0.3977
38 Cl -0.0217
39 H 0.2197
40 H 0.2266
41 Cl -0.0291
42 C -0.3991
43 Cl -0.0210
44 H 0.2229
45 H 0.2263
46 Cl -0.0259
47 C -0.3938
48 Cl -0.0220
49 H 0.2206
50 H 0.2227
51 Cl 0.0027
52 C -0.4123
53 Cl -0.0312
54 H 0.2221
55 H 0.2207


Record 3
Here is C4H4N2 as an isolated structure at a distorted geometry from the Open Molecules 2025 dataset. Energies are from wB97M-V/def2-TZVPD.

Geometry as ORCA input:
```
! RIJCOSX wB97M-V def2-TZVPD def2/J DEFGRID3
* xyz 0 1
C -0.9063 0.1695 -0.1398
C 0.1649 1.2051 -0.1497
C 1.3551 0.3550 0.1853
C 0.7739 -0.9663 -0.0605
H -2.6919 -0.8079 0.2795
H 0.0920 2.2841 -0.3064
H 2.3118 0.5477 0.1628
H 1.5848 -1.7448 0.0705
N -2.2344 0.1847 0.1156
N -0.4499 -1.2271 -0.1573
*
```

energy above the lowest of the compared OMol25 structures with the same formula, charge and spin	78.6	kcal per mole
orbital gap	8.70	eV
largest force on an atom	11.40	eV Å⁻¹

The net atomic charges from natural (NBO), expressed in e, are:
1 C 0.2945
2 C -0.1979
3 C -0.2092
4 C 0.0691
5 H 0.3715
6 H 0.2472
7 H 0.2043
8 H 0.1678
9 N -0.5249
10 N -0.4224